A molecular structure, C18H23N3O3Re, computed with wB97M-V/def2-TZVPD.

Properties
Multiplicity ... 4
Energy ... -1166.13357 hartree
HOMO level (spin up / spin down) ... -23.142 / -23.132 eV
Charge ... +4
Energy relative to the best compared isomer or geometry (same formula, charge and spin) ... 0.00 kcal/mol

Geometry (Å):
Re (-0.561, 1.032, 0.123)
O (-2.318, -1.456, 1.141)
O (0.377, -1.256, -1.401)
O (1.971, -0.108, 1.631)
N (-1.189, 1.847, 2.130)
N (-2.762, -1.179, -1.851)
N (3.044, 0.275, -1.134)
C (-1.743, 2.743, -0.567)
C (-0.739, 1.118, -2.032)
C (1.154, -3.540, -1.444)
C (1.134, -2.999, -2.865)
C (4.083, 0.775, -1.277)
C (-3.358, -2.656, -3.906)
C (-1.548, 2.407, 3.074)
C (-1.886, 1.665, -1.456)
C (-2.128, 2.944, 4.295)
C (1.006, -1.485, -2.691)
C (1.096, 0.384, 1.040)
C (-2.943, -1.787, -2.821)
C (-1.753, -0.547, 0.699)
C (5.487, 1.053, -1.523)
C (0.511, 1.629, -1.754)
C (0.688, 2.523, -0.707)
C (-0.450, 3.196, -0.211)
C (0.559, -2.424, -0.580)
H (0.623, -4.470, -1.302)
H (2.027, -3.262, -3.424)
H (-0.840, 0.399, -2.810)
H (1.367, 1.292, -2.300)
H (6.051, 0.783, -0.617)
H (5.648, 2.109, -1.780)
H (-1.472, 3.709, 4.730)
H (-2.612, 3.141, -0.056)
H (-2.541, -2.745, -4.636)
H (-0.432, -2.700, -0.178)
H (-0.317, 3.967, 0.541)
H (-3.097, 3.404, 4.047)
H (1.234, -2.157, 0.251)
H (-2.832, 1.189, -1.655)
H (-2.267, 2.122, 5.004)
H (2.181, -3.724, -1.135)
H (2.012, -1.026, -2.646)
H (5.792, 0.399, -2.360)
H (0.392, -0.990, -3.464)
H (0.298, -3.384, -3.460)
H (-3.570, -3.644, -3.478)
H (-4.261, -2.271, -4.404)
H (1.676, 2.688, -0.324)